Version P
Computed, not measured: 16 unconnected molecules or ions with the total composition C4H30BO23, with ωB97M-V/def2-TZVPD.

Structure (ORCA input):
```
! RIJCOSX wB97M-V def2-TZVPD def2/J DEFGRID3
* xyz -1 1
H 7.5650 -4.7380 -0.5042
O -7.4904 -2.5844 0.1694
H 7.5258 -0.4880 -2.0107
O -2.9198 -1.1997 1.8645
C 0.9853 -1.4567 -1.9600
H -4.8386 5.0263 -1.4018
H -4.8038 2.5213 5.5708
H 1.8859 3.2662 -3.5498
O -5.3581 5.0845 -0.5999
H -1.3417 2.8037 5.7767
H -7.0398 -2.5386 1.0127
O -4.3482 3.3419 5.7589
H 1.1758 -3.0867 3.7178
H -1.3885 6.3390 0.5795
H 2.4731 3.7992 1.6014
O -5.4988 6.7924 3.1409
O 1.1895 -2.1251 -2.9965
H -1.7532 -4.1319 -6.4370
O -0.9466 6.2521 1.4241
O -2.4759 1.6281 1.2472
H -5.4239 4.1810 -0.2906
H 5.8437 -3.0377 -3.7456
O -0.4008 2.7606 5.6063
C 1.9171 -1.3953 -0.7435
O 1.3022 -0.6654 0.1856
H -1.0232 5.3228 1.6406
O 8.1909 -1.0317 -1.5884
O -0.6296 0.8293 0.1599
B -0.0882 -0.5060 -0.1918
H 1.1257 2.0907 -2.9734
H -3.1676 -5.0576 2.5725
H -0.0071 2.6200 6.4673
H 7.9397 -1.0443 -0.6649
O 3.0405 -1.8841 -0.6694
H 5.3042 -4.3107 -4.3623
O 7.0468 -5.1048 0.2122
O 6.0553 -3.7178 -4.3851
O -0.1479 -0.8497 -1.6361
C -1.9454 -0.7413 1.2771
O -1.3528 -4.9763 -6.2298
H -6.7859 -2.6268 -0.4771
H 6.1903 -4.6858 0.1278
O -0.8871 -1.4157 0.7778
H -5.6201 7.6947 2.8454
O -2.9236 -5.8791 2.9991
O 0.9512 -3.7308 4.3893
H -5.1008 6.3465 2.3933
O 1.9101 2.6231 -2.8412
H 0.3997 -4.3682 3.9356
H 3.7798 -1.9247 -6.8369
C -1.7530 0.7498 0.8597
H 2.5368 3.9034 0.0924
O 2.6688 4.4120 0.8925
O 3.9800 -0.9943 -6.9395
H -3.3853 -6.5541 2.5016
H -0.8193 -4.8049 -5.4537
H 3.1759 -0.6133 -7.2924
H -4.4939 3.8809 4.9814
*
```

Its HOMO energy is -7.86 eV. Its HOMO-LUMO gap is 0.3561 hartree.

Version Q
Computed, not measured: 16 unconnected molecules or ions with the total composition C4H30BO23, with ωB97M-V/def2-TZVPD.

Structure (ORCA input):
```
! RIJCOSX wB97M-V def2-TZVPD def2/J DEFGRID3
* xyz -1 1
C -0.7297 1.5813 -2.2571
H -0.1900 -3.8498 5.1754
O -1.5906 5.0568 1.3233
O 1.2896 3.4288 -5.8758
H 2.2186 3.9390 -3.4375
H -3.2544 -0.6257 -1.7371
O -3.9117 -1.2394 -2.1370
O -0.3846 3.5775 -0.8826
C -0.4838 2.3564 -0.9627
O -2.7792 -1.8247 1.4513
O 2.2801 1.2396 -2.0291
O 1.6807 -4.7241 2.9740
H 2.8036 1.0045 -1.2520
O -0.4662 1.5171 0.0557
O 2.7345 -2.8165 1.2472
O 1.5677 -2.7696 -2.0339
H 1.7875 -2.5844 1.1798
O 0.4714 -4.4972 5.5071
O -1.6418 -2.5791 4.4789
H 1.2179 -2.0369 -1.4855
H -0.1632 0.7365 -4.2315
H -2.2168 -2.5732 -2.1378
O -0.7447 0.3136 -1.9290
O 0.0261 -2.6303 1.2627
O -0.9008 2.0999 -3.3438
C -0.4928 -1.6576 0.7648
H -1.3218 4.4512 0.6550
C -1.9359 -1.2845 0.7549
O -2.1225 -0.1784 0.0764
O 2.1716 -0.5355 2.8339
O -1.7077 7.8160 0.8614
H -0.7955 -3.1900 -2.2755
H -1.1564 7.8008 1.6629
H -0.2277 0.6339 4.1210
H 2.6917 -3.6640 1.7255
H 1.1343 2.5561 -5.4829
H 1.9821 -3.4125 -1.4387
H 2.3749 -1.4906 2.6618
H 2.8958 1.7634 -2.5281
H -0.0563 -5.0559 6.0751
H -2.0272 4.5126 2.0021
O 0.1362 -0.7986 0.0468
O 0.4856 0.2635 -4.8506
H 1.0355 -0.2210 -4.2198
H 2.1561 -0.2126 1.9120
O 3.1349 3.7594 -3.4952
O -1.5300 -3.0605 -1.6755
H -4.5777 -1.4067 -1.4481
H -2.1930 -2.7940 3.7007
H 0.8609 -4.9860 2.5498
H 0.1069 -0.6331 3.4784
H -1.5159 -1.5887 4.4495
H 1.4887 -4.7426 3.9397
O -0.6873 -0.1186 3.7572
B -0.7820 0.2077 -0.4869
H -2.0840 6.9152 0.8911
H 0.5434 3.9807 -5.6744
H 3.3949 4.2706 -4.2673
*
```

Its HOMO energy is -8.40 eV. Its HOMO-LUMO gap is 0.3928 hartree.

Energy relative to the most stable one, in kcal/mol: version P 74.2; version Q 0.0

Version P
Computed, not measured: C6H8N2O2S in the gas phase, with ωB97M-V/def2-TZVPD.

Structure (ORCA input):
```
! RIJCOSX wB97M-V def2-TZVPD def2/J DEFGRID3
* xyz 0 1
C 0.9820 1.4699 -2.5218
H 0.7071 -2.1167 2.3225
O -0.0499 1.3619 3.3077
O 0.0372 -1.7431 0.0452
H 1.6768 2.1247 -1.9503
C -0.8937 -0.3051 -2.4325
C 0.2085 0.5994 -1.8999
H -1.0461 0.0834 -3.3778
C 0.1296 -1.3184 2.7952
N -0.1479 -0.3165 1.7896
H 1.0396 1.4640 -3.5521
H -0.7544 -1.8376 2.8802
S -0.0344 1.9662 0.6317
H -0.4108 -1.3313 -2.2587
H 0.4049 -0.9249 3.7949
C 0.0020 -0.5998 0.4198
N 0.0597 0.5592 -0.3347
C -0.0865 0.9643 2.1718
H -1.8236 -0.0995 -1.8309
*
```

Its HOMO energy is -8.87 eV. Its HOMO-LUMO gap is 0.3483 hartree.

Version Q
Computed, not measured: C6H8N2O2S in the gas phase, with ωB97M-V/def2-TZVPD.

Structure (ORCA input):
```
! RIJCOSX wB97M-V def2-TZVPD def2/J DEFGRID3
* xyz 0 1
C -0.2078 1.3604 1.7966
S -2.7061 1.3832 -0.3739
C 1.1729 -0.5798 -1.3733
H -0.8684 0.8871 2.5293
C -1.7316 0.2354 -0.7925
C -0.0306 -1.4973 -1.1872
N -1.2958 -0.7438 -1.4029
O -0.0122 -1.9927 0.1018
H 2.0436 -1.2691 -1.2053
H 1.7924 1.1475 0.0735
H 0.0222 -2.4244 -1.7851
C 0.0256 0.2229 0.7814
H -0.7661 2.1365 1.1137
H 0.4664 1.3777 -1.0323
H 0.7289 1.6678 2.2268
C 0.8985 0.6252 -0.4179
O -0.6460 -1.3907 2.1478
H 1.3136 -0.1558 -2.2998
N -0.1994 -0.9901 1.0994
*
```

Its HOMO energy is -8.90 eV. Its HOMO-LUMO gap is 0.3318 hartree.

Energy relative to the most stable one, in kcal/mol: version P 0.0; version Q 84.5

Version P
Computed, not measured: a molecular structure, C3H6MnO3, with ωB97M-V/def2-TZVPD.

Structure (ORCA input):
```
! RIJCOSX wB97M-V def2-TZVPD def2/J DEFGRID3
* xyz 0 6
O 0.0132 -0.5082 2.5872
C -1.3241 1.1172 -0.5734
H 0.7711 0.2831 2.2214
H -1.1836 2.0649 -0.0366
H -2.3277 0.7344 -0.3577
H 2.1155 -1.3769 -1.3108
O 0.6793 -2.1516 -0.0158
H 1.2322 0.9362 -1.0552
C 0.9175 0.1378 -0.3808
Mn -0.7078 -1.4436 1.1856
C 1.3439 -1.1697 -0.5573
O -0.4566 0.1163 -0.0731
H -1.0728 1.2600 -1.6336
*
```

Its HOMO energy (alpha / beta) is -7.66 / -7.84 eV. Its HOMO-LUMO gap (alpha / beta) is 0.2610 / 0.2583 hartree.

Version Q
Computed, not measured: a molecular structure, C3H6MnO3, with ωB97M-V/def2-TZVPD.

Structure (ORCA input):
```
! RIJCOSX wB97M-V def2-TZVPD def2/J DEFGRID3
* xyz 0 6
H 2.1416 -1.8953 -0.7337
C 1.1400 -1.4943 -0.5067
O -0.3040 0.2793 0.0093
H 1.5238 -0.0081 0.9650
Mn -1.6317 -1.1958 -0.2932
H -0.1025 2.3009 -0.3845
O -3.2117 -1.5831 0.4040
O 0.1332 -2.1381 -0.7586
H -1.6458 1.7675 0.3656
C 1.0524 -0.0826 -0.0431
H 1.6164 0.5557 -0.7465
C -0.5592 1.6393 0.3631
H -0.1524 1.8545 1.3594
*
```

Its HOMO energy (alpha / beta) is -6.25 / -6.90 eV. Its HOMO-LUMO gap (alpha / beta) is 0.1986 / 0.2221 hartree.

Energy relative to the most stable one, in kcal/mol: version P 0.0; version Q 24.3

Version P
Computed, not measured: C5H10NP in the gas phase, with ωB97M-V/def2-TZVPD.

Structure (ORCA input):
```
! RIJCOSX wB97M-V def2-TZVPD def2/J DEFGRID3
* xyz 0 1
N 2.0447 -0.0040 0.2939
H -1.0015 1.3128 -1.3484
H -0.8570 1.6257 0.5250
P 0.9480 -0.8609 -0.3669
H -2.4274 1.6870 -0.6684
H 3.2576 1.4478 -0.3623
C -0.4679 -0.7163 0.8783
H -3.2443 -0.9377 -1.1072
H -0.7523 -1.6733 1.3214
H -2.4728 -2.1781 -0.0296
H 3.6751 -0.3587 -0.9729
C -1.4569 1.1968 -0.3671
H 3.9048 0.5040 0.8527
C -2.5603 -1.1497 -0.2804
H -0.2861 0.0011 1.7067
C 3.3280 0.3799 -0.1334
C -1.6318 -0.2763 0.0587
*
```

Its HOMO energy is -8.45 eV. Its HOMO-LUMO gap is 0.3169 hartree.

Version Q
Computed, not measured: C5H10NP in the gas phase, with ωB97M-V/def2-TZVPD.

Structure (ORCA input):
```
! RIJCOSX wB97M-V def2-TZVPD def2/J DEFGRID3
* xyz 0 1
H 1.2328 -0.2424 1.4858
H -2.6774 0.6231 0.6409
H -2.1106 1.7863 2.1626
P -1.5393 0.7042 1.4563
H 2.3110 -0.0293 0.0802
H -0.7483 -0.6614 -2.3067
H 1.1950 2.2012 1.2163
H -1.3959 -1.9917 -0.2881
C -0.3392 -1.8967 -0.4974
C 0.8156 1.5765 0.3960
H 1.1363 2.0343 -0.5471
N -0.6498 1.5628 0.3545
C 1.2915 0.1263 0.4570
C 0.2757 -0.5863 -0.3724
H 0.9154 -1.3586 -2.3183
H 0.2309 -2.7676 -0.1985
C 0.0563 -1.0807 -1.7212
*
```

Its HOMO energy (alpha / beta) is -7.39 / -7.39 eV. Its HOMO-LUMO gap (alpha / beta) is 0.2341 / 0.2343 hartree.

Energy relative to the most stable one, in kcal/mol: version P 0.0; version Q 69.2

Version P
Computed, not measured: 2 unconnected molecules or ions with the total composition C11H11N, with ωB97M-V/def2-TZVPD.

Structure (ORCA input):
```
! RIJCOSX wB97M-V def2-TZVPD def2/J DEFGRID3
* xyz 0 1
H -4.0714 -1.7525 0.0548
H 1.9508 2.1763 1.4717
C -1.9804 -1.3850 0.0266
C -1.4756 0.9634 -0.2314
C 2.3870 0.1112 -1.3886
H -0.0315 -0.6194 -0.9783
H -3.3628 2.1393 0.2348
N -3.7752 0.1689 0.1959
H 2.7946 -2.0682 1.2281
C 2.5014 0.0483 1.4293
C -3.3415 -1.0319 0.1412
H 2.9816 -2.0124 -1.3233
H -1.0794 1.8855 -0.1701
H -1.6806 -2.4067 0.1247
C 2.0481 1.3299 0.7825
H 1.7975 2.0567 -1.2515
C -2.8563 1.2699 0.0109
H 2.2218 0.1626 -2.4991
C 2.0896 1.2300 -0.6291
C 2.6676 -1.1565 -0.6550
C 2.6911 -1.1519 0.7059
C -1.0379 -0.3493 -0.3129
H 2.7468 -0.0116 2.4615
*
```

Its HOMO energy is -9.03 eV. Its HOMO-LUMO gap is 0.3569 hartree.

Version Q
Computed, not measured: a molecular structure, C11H11N, with ωB97M-V/def2-TZVPD.

Structure (ORCA input):
```
! RIJCOSX wB97M-V def2-TZVPD def2/J DEFGRID3
* xyz 0 1
C -0.3131 0.3444 -0.4400
H 2.8270 -2.2898 -0.1711
C 1.2604 -1.0516 0.7251
C 0.8237 0.2608 0.8135
H -3.3549 1.6961 0.3162
H -0.1490 0.4614 1.2267
C 2.8727 0.9456 -0.2836
H 0.5225 -1.9154 0.9906
C -2.6317 0.9641 0.0343
C -1.3204 1.3209 -0.2462
C 2.5015 -1.2446 -0.0272
H 1.1547 2.3209 0.1463
H -0.1006 -1.7776 -0.7383
N 3.3245 -0.3126 -0.4135
C -2.0696 -1.3266 -0.2791
H 3.5029 1.8348 -0.4692
C 1.5586 1.2612 0.1909
C -0.7644 -0.9485 -0.6039
H -3.9822 -0.7575 0.3559
H -2.4061 -2.3545 -0.2146
H -0.9828 2.3247 -0.2426
C -3.0087 -0.3837 0.0816
H 0.7348 0.6276 -0.7517
*
```

Its HOMO energy is -6.99 eV. Its HOMO-LUMO gap is 0.2307 hartree.

Energy relative to the most stable one, in kcal/mol: version P 0.0; version Q 109.8

Version P
Computed, not measured: C5H11ClN2 in the gas phase, with ωB97M-V/def2-TZVPD.

Structure (ORCA input):
```
! RIJCOSX wB97M-V def2-TZVPD def2/J DEFGRID3
* xyz 0 1
H -0.0391 -0.4075 1.9764
C 0.6491 -0.1562 1.1718
N 1.3652 -1.7530 -1.3430
C 0.0689 1.0682 -0.7732
H -0.7494 -2.3332 -0.6648
H -0.5552 -1.2126 -2.0374
H 1.5844 -0.7838 -1.4798
H 0.0979 1.0737 -1.8451
H 1.8779 -1.9263 -0.4366
C -0.2769 -0.1990 -0.0874
C 1.1684 1.1550 1.0307
N 1.3578 1.3699 -0.4342
C -0.0642 -1.4175 -0.9287
H 1.7273 2.1606 -0.8841
H 1.4602 -1.0400 1.1927
Cl -2.0849 -0.0500 0.6847
H 0.2220 1.9971 1.2818
H -0.6944 1.8848 -0.5259
H 2.1796 1.4160 1.7437
*
```

Its HOMO energy is -9.33 eV. Its HOMO-LUMO gap is 0.3709 hartree.

Version Q
Computed, not measured: 2 unconnected molecules or ions with the total composition C5H11ClN2, with ωB97M-V/def2-TZVPD.

Structure (ORCA input):
```
! RIJCOSX wB97M-V def2-TZVPD def2/J DEFGRID3
* xyz 0 1
H -0.3017 2.3507 -0.9782
C 1.2091 0.6979 0.3302
N 0.3003 -0.6734 -2.6310
H -0.4162 -1.3132 0.6296
N 1.1895 -2.5376 -0.2218
H -0.7813 2.0487 0.6384
H -1.9832 1.6415 -0.6414
H 1.8924 0.1305 -0.2284
C -0.9177 1.7373 -0.3596
H -1.5518 0.0020 1.1701
Cl 0.3474 -2.3547 -3.4836
H 1.9642 -2.1295 0.3600
C -0.1771 0.4063 -0.3729
H -1.8890 -0.9088 -0.2025
H 1.3808 1.7982 0.1922
H 1.4380 -3.5752 -0.3922
H 1.0907 0.3981 1.3813
C -1.1006 -0.5399 0.4164
C 0.0854 -0.1675 -1.6180
*
```

Its HOMO energy (alpha / beta) is -9.69 / -7.38 eV. Its HOMO-LUMO gap (alpha / beta) is 0.3570 / 0.2328 hartree.

Energy relative to the most stable one, in kcal/mol: version P 0.0; version Q 56.8